{
  "formula": "ClHNO",
  "method": "ωB97M-V/def2-TZVPD",
  "elements": ["N", "O", "Cl", "H"],
  "xyz": [[-0.40157, -0.02579, 0.50865], [-0.64895, -1.25380, -0.16552], [1.59790, 0.54709, -0.18786], [-0.54738, 0.73251, -0.15527]],
  "forces_ev_per_angstrom": [[-0.606, -5.684, -2.483], [0.437, 5.409, 2.872], [0.851, 0.378, 0.103], [-0.683, -0.103, -0.492]],
  "orbital_gap_ha": [0.3100, 0.3100],
  "e_tot_ha": -590.72451,
  "largest_force_ha_per_bohr": 0.1212,
  "charge": -1,
  "de_lowest_kcal_mol": 29.3,
  "e_homo_ev": [-3.8, -3.8]
}